{"formula": "C31H56F4O23", "method": "ωB97M-V/def2-TZVPD", "symbols": ["C", "C", "C", "C", "C", "C", "C", "O", "C", "O", "C", "F", "F", "C", "F", "F", "H", "H", "H", "H", "H", "H", "H", "H", "H", "H", "H", "H", "H", "H", "C", "O", "C", "O", "O", "C", "H", "H", "H", "H", "H", "H", "C", "O", "C", "O", "O", "C", "H", "H", "H", "H", "H", "H", "C", "O", "C", "O", "O", "C", "H", "H", "H", "H", "H", "H", "C", "O", "C", "O", "O", "C", "H", "H", "H", "H", "H", "H", "C", "O", "C", "O", "O", "C", "H", "H", "H", "H", "H", "H", "C", "O", "C", "O", "O", "C", "H", "H", "H", "H", "H", "H", "C", "O", "C", "O", "O", "C", "H", "H", "H", "H", "H", "H"], "xyz": [[-4.372, 0.489, -4.589], [-3.272, 1.465, -4.839], [-1.663, 1.182, -4.658], [-1.298, 0.336, -3.261], [-1.500, -1.247, -3.632], [-0.946, -2.305, -2.510], [-0.586, -1.652, -1.051], [-2.209, 0.862, -2.233], [-1.812, 2.204, -1.770], [-2.454, 3.280, -2.305], [-0.678, 2.540, -0.632], [-0.780, 4.009, -0.301], [0.728, 2.330, -1.093], [-0.958, 1.768, 0.824], [-2.158, 0.898, 0.769], [-1.258, 2.810, 1.875], [-4.337, -0.661, -4.874], [-5.336, 0.922, -4.035], [-3.613, 2.561, -5.164], [-1.043, 2.202, -4.646], [-1.269, 0.556, -5.581], [-0.161, 0.533, -3.069], [-2.595, -1.560, -3.908], [-0.854, -1.440, -4.618], [-0.034, -2.933, -2.904], [-1.825, -3.088, -2.315], [-1.594, -1.160, -0.647], [0.263, -0.835, -1.080], [-0.332, -2.521, -0.283], [0.023, 1.215, 1.183], [5.035, -1.164, 2.721], [4.420, -1.024, 1.441], [4.200, 0.261, 1.066], [4.479, 1.256, 1.716], [3.616, 0.247, -0.159], [3.324, 1.540, -0.685], [5.163, -2.232, 2.919], [6.022, -0.692, 2.728], [4.397, -0.743, 3.504], [4.243, 2.121, -0.813], [2.617, 2.070, -0.037], [2.859, 1.410, -1.666], [2.107, 3.784, 3.754], [1.368, 3.949, 4.963], [0.813, 5.179, 5.114], [0.899, 6.106, 4.324], [0.146, 5.197, 6.295], [-0.493, 6.438, 6.589], [2.505, 2.765, 3.739], [1.456, 3.912, 2.883], [2.948, 4.483, 3.717], [-1.248, 6.672, 5.831], [0.244, 7.243, 6.665], [-0.995, 6.339, 7.555], [4.613, -5.251, 7.722], [4.538, -4.107, 6.873], [4.715, -2.924, 7.513], [4.924, -2.779, 8.708], [4.620, -1.930, 6.595], [4.788, -0.618, 7.130], [4.457, -6.140, 7.106], [5.601, -5.323, 8.187], [3.827, -5.218, 8.484], [5.783, -0.505, 7.571], [4.009, -0.400, 7.867], [4.692, 0.097, 6.308], [-7.371, -2.362, -9.047], [-7.137, -1.436, -7.988], [-8.124, -0.520, -7.818], [-9.148, -0.439, -8.478], [-7.774, 0.289, -6.787], [-8.726, 1.309, -6.492], [-6.520, -3.047, -9.092], [-8.275, -2.948, -8.854], [-7.444, -1.840, -10.007], [-9.684, 0.869, -6.197], [-8.853, 1.978, -7.349], [-8.344, 1.896, -5.652], [3.192, 4.935, 7.260], [4.426, 5.541, 6.878], [5.530, 4.862, 7.281], [5.538, 3.820, 7.917], [6.622, 5.544, 6.854], [7.866, 4.942, 7.209], [2.378, 5.561, 6.886], [3.096, 3.941, 6.812], [3.111, 4.880, 8.350], [7.956, 3.948, 6.759], [7.971, 4.887, 8.297], [8.670, 5.571, 6.817], [-4.569, -1.339, -1.254], [-4.604, -2.754, -1.427], [-5.639, -3.368, -0.798], [-6.499, -2.818, -0.128], [-5.551, -4.699, -1.045], [-6.583, -5.477, -0.441], [-3.702, -0.954, -1.798], [-5.470, -0.877, -1.669], [-4.453, -1.082, -0.196], [-7.565, -5.180, -0.825], [-6.548, -5.386, 0.649], [-6.414, -6.525, -0.704], [3.554, -2.510, -6.851], [3.518, -3.925, -7.024], [2.484, -4.538, -6.396], [1.624, -3.988, -5.726], [2.571, -5.870, -6.642], [1.539, -6.648, -6.039], [4.421, -2.124, -7.395], [2.653, -2.047, -7.267], [3.670, -2.253, -5.793], [0.558, -6.350, -6.422], [1.575, -6.556, -4.948], [1.708, -7.695, -6.302]], "lowdin_charge": [-0.04, -0.13, -0.14, -0.28, -0.14, -0.23, -0.13, -0.09, -0.12, 0.06, -0.09, 0.00, -0.02, -0.04, -0.02, -0.04, 0.07, 0.08, 0.11, 0.12, 0.11, 0.15, 0.10, 0.13, 0.11, 0.11, 0.07, 0.07, 0.09, 0.19, -0.05, -0.01, -0.56, 0.10, -0.01, -0.06, 0.10, 0.10, 0.09, 0.11, 0.08, 0.09, -0.04, -0.03, -0.59, 0.12, -0.03, -0.05, 0.09, 0.09, 0.10, 0.10, 0.10, 0.10, -0.05, -0.01, -0.56, 0.11, -0.02, -0.05, 0.09, 0.10, 0.10, 0.10, 0.10, 0.09, -0.05, -0.01, -0.56, 0.11, -0.02, -0.05, 0.09, 0.10, 0.10, 0.10, 0.10, 0.09, -0.03, 0.00, -0.56, 0.11, -0.01, -0.05, 0.08, 0.10, 0.11, 0.10, 0.10, 0.09, -0.04, -0.02, -0.56, 0.11, -0.01, -0.05, 0.06, 0.10, 0.10, 0.10, 0.10, 0.09, -0.05, -0.01, -0.56, 0.10, -0.01, -0.05, 0.09, 0.10, 0.10, 0.10, 0.10, 0.09], "charge": 0, "smiles": "C=CC[C@H](CCC)OC(=O)C(F)(F)C(F)F.COC(=O)OC.COC(=O)OC.COC(=O)OC.COC(=O)OC.COC(=O)OC.COC(=O)OC.COC(=O)OC", "homo_ha": -0.3139, "spin_multiplicity": 1, "homo_lumo_gap_ev": 7.513}

---

{"formula": "C31H56IrN2O3P2", "method": "ωB97M-V/def2-TZVPD", "symbols": ["Ir", "C", "O", "C", "O", "P", "C", "H", "C", "H", "C", "H", "C", "P", "H", "H", "C", "H", "C", "H", "H", "H", "C", "H", "H", "H", "C", "H", "H", "H", "C", "H", "H", "H", "C", "H", "H", "H", "C", "H", "H", "H", "C", "H", "H", "H", "C", "H", "C", "H", "H", "C", "H", "H", "H", "C", "H", "H", "H", "C", "H", "H", "H", "C", "H", "H", "H", "H", "H", "C", "N", "N", "C", "O", "C", "C", "C", "C", "C", "C", "C", "C", "C", "H", "H", "H", "H", "H", "H", "H", "H", "H", "H", "H", "H"], "xyz": [[0.887, 0.295, -1.054], [0.510, 2.229, -1.549], [0.220, 3.331, -1.806], [0.992, -1.585, -0.271], [1.141, -2.668, 0.136], [2.761, 1.082, 0.405], [2.376, 1.233, 2.230], [3.308, 1.518, 2.730], [4.380, 0.111, 0.364], [4.026, -0.928, 0.322], [3.320, 2.823, -0.026], [2.395, 3.399, 0.095], [-1.032, 0.792, -4.128], [-0.860, -0.415, -2.699], [-3.184, -1.119, -2.757], [-1.302, 1.723, -3.612], [-0.621, -2.064, -3.586], [-1.193, -1.914, -4.512], [5.270, 0.368, -0.864], [6.021, 1.136, -0.649], [4.709, 0.679, -1.747], [5.808, -0.553, -1.115], [5.217, 0.261, 1.640], [6.265, 0.029, 1.414], [4.878, -0.412, 2.429], [5.177, 1.283, 2.027], [4.399, 3.444, 0.873], [4.174, 3.347, 1.939], [4.485, 4.514, 0.647], [5.378, 2.993, 0.684], [3.741, 2.929, -1.499], [3.490, 3.925, -1.880], [3.234, 2.187, -2.118], [4.821, 2.791, -1.616], [1.330, 2.322, 2.496], [1.788, 3.292, 2.708], [0.713, 2.042, 3.358], [0.663, 2.447, 1.634], [1.911, -0.117, 2.793], [0.936, -0.393, 2.379], [1.814, -0.054, 3.883], [2.607, -0.926, 2.557], [-2.117, 0.482, -5.168], [-2.973, -0.053, -4.746], [-1.713, -0.111, -5.995], [-2.489, 1.421, -5.593], [0.314, 1.028, -4.828], [0.678, 0.115, -5.310], [-2.640, -1.192, -0.677], [1.078, 1.371, -4.129], [0.192, 1.789, -5.608], [-3.259, 0.882, -1.977], [-2.583, -0.451, 0.127], [-3.574, -1.755, -0.557], [-1.805, -1.886, -0.543], [-2.613, -0.507, -2.049], [-4.042, 0.887, -1.209], [-3.715, 1.176, -2.926], [-2.521, 1.646, -1.708], [-1.193, -3.292, -2.859], [-0.661, -3.474, -1.920], [-1.055, -4.179, -3.489], [-2.258, -3.204, -2.634], [0.834, -2.342, -3.985], [1.321, -1.453, -4.388], [0.856, -3.126, -4.751], [1.422, -2.691, -3.131], [-0.680, 0.450, 0.018], [-0.068, 0.703, 0.544], [-3.436, -2.296, 4.038], [-2.286, -2.111, 3.139], [-2.132, -1.102, 2.277], [-0.934, -1.274, 1.552], [-0.495, -0.488, 0.528], [-0.333, -2.408, 2.184], [-1.217, -2.904, 3.096], [-0.995, -4.130, 3.934], [-3.082, -0.013, 2.349], [-2.748, 1.146, 3.064], [-3.717, 2.125, 3.311], [-5.022, 1.960, 2.834], [-5.364, 0.812, 2.118], [-4.407, -0.179, 1.895], [-3.544, -1.417, 4.705], [-3.327, -3.200, 4.671], [-4.362, -2.428, 3.440], [0.600, -2.928, 2.122], [-1.015, -3.864, 5.011], [-1.791, -4.873, 3.719], [-0.014, -4.598, 3.703], [-1.755, 1.258, 3.477], [-3.465, 3.000, 3.896], [-5.773, 2.712, 3.036], [-6.376, 0.675, 1.762], [-4.698, -1.086, 1.380]], "lowdin_charge": [0.96, -0.22, 0.19, -0.21, 0.17, 1.02, -0.50, 0.10, -0.49, 0.09, -0.51, 0.09, -0.53, 1.03, 0.12, 0.08, -0.49, 0.12, -0.09, 0.09, 0.06, 0.11, -0.08, 0.11, 0.08, 0.06, -0.06, 0.08, 0.11, 0.09, -0.12, 0.11, 0.04, 0.09, -0.09, 0.10, 0.08, 0.05, -0.09, 0.02, 0.11, 0.08, -0.07, 0.07, 0.10, 0.11, -0.09, 0.08, -0.11, 0.05, 0.11, -0.08, 0.04, 0.11, 0.06, -0.48, 0.08, 0.10, 0.07, -0.08, 0.07, 0.11, 0.07, -0.09, 0.06, 0.11, 0.08, 0.03, 0.10, 0.08, -0.02, 0.06, -0.21, -0.32, 0.07, -0.20, 0.04, -0.16, 0.12, 0.10, 0.05, 0.12, 0.07, 0.13, 0.13, 0.12, 0.13, 0.12, 0.12, 0.12, 0.14, 0.16, 0.16, 0.17, 0.14], "charge": 4, "s_squared": 8.77, "homo_ha": [-0.6717, -0.7312], "spin_multiplicity": 6, "homo_lumo_gap_ev": [6.170, 3.624]}